C33H89N11O14 | ωB97M-V/def2-TZVPD

XYZ file:
```
147
Properties=species:S:1:pos:R:3:mulliken_charge:R:1
C 0.011 -4.925 0.295 -0.33
O -1.318 -4.768 0.820 -0.47
C -1.392 -3.612 1.682 0.27
C -2.799 -3.422 2.281 -1.31
N -3.669 -2.681 1.383 0.26
C -5.028 -2.489 1.890 -0.97
C -6.100 -1.942 0.938 -0.65
O -6.198 -2.751 -0.239 -0.34
C -7.151 -2.434 -1.254 -0.79
H 0.675 -5.341 1.054 0.34
H 0.266 -4.016 -0.251 -0.15
H 0.092 -5.633 -0.529 0.32
H -1.023 -2.709 1.196 -0.27
H -0.803 -3.785 2.582 0.48
H -2.736 -2.750 3.137 0.45
H -3.237 -4.383 2.551 0.59
H -3.846 -3.197 0.533 0.08
H -4.980 -1.804 2.736 0.36
H -5.342 -3.481 2.215 0.45
H -5.905 -0.887 0.744 0.28
H -7.017 -2.089 1.510 0.52
H -7.101 -3.031 -2.165 0.27
H -6.860 -1.432 -1.571 0.30
H -8.166 -2.372 -0.863 0.31
C -1.781 -0.074 5.031 -0.68
O -1.912 0.862 3.937 -0.39
C -2.538 0.458 2.777 0.68
C -2.864 1.600 1.710 -1.17
N -1.592 2.190 1.429 0.15
C -1.698 3.250 0.424 -0.67
C -2.000 4.605 1.193 -0.03
O -1.132 4.684 2.349 -0.28
C -1.129 6.045 2.904 -0.79
H -1.212 -0.987 4.852 0.21
H -2.782 -0.406 5.308 0.34
H -1.328 0.498 5.841 0.23
H -3.477 -0.042 3.013 0.26
H -1.985 -0.379 2.351 -0.59
H -3.444 2.432 2.109 0.46
H -3.327 1.247 0.789 0.37
H -1.198 2.562 2.281 0.31
H -2.418 3.020 -0.361 0.42
H -0.704 3.312 -0.020 0.14
H -3.062 4.781 1.362 0.35
H -1.775 5.388 0.468 -0.24
H -1.935 6.175 3.627 0.34
H -1.094 6.899 2.228 0.18
H -0.230 6.151 3.511 0.28
C 0.119 8.712 -1.329 -0.41
O -0.048 7.716 -2.328 -0.33
C -1.407 7.303 -2.363 -0.53
C -1.743 6.152 -3.307 -0.86
N -1.267 4.850 -2.837 0.05
C -1.304 3.844 -3.862 -1.26
C -0.794 2.471 -3.350 0.02
O 0.620 2.480 -3.118 -0.47
C 1.016 1.155 -2.907 -0.24
H 1.171 8.997 -1.328 0.24
H -0.192 8.239 -0.398 0.03
H -0.497 9.585 -1.544 0.29
H -2.059 8.122 -2.664 0.49
H -1.803 7.062 -1.376 0.21
H -1.327 6.487 -4.257 0.38
H -2.824 6.123 -3.437 0.35
H -0.337 4.915 -2.448 0.23
H -0.675 4.110 -4.711 0.42
H -2.323 3.627 -4.184 0.38
H -1.071 1.788 -4.153 0.50
H -1.362 2.110 -2.492 -0.03
H 2.100 1.046 -2.883 0.38
H 0.599 0.543 -3.707 0.38
H 0.710 0.947 -1.881 0.00
C -1.214 -2.332 -8.089 -0.83
O -0.676 -2.297 -6.775 -0.25
C -0.119 -3.443 -6.335 -0.68
C 0.611 -3.217 -5.004 -1.01
N -0.240 -2.656 -3.968 0.14
C -1.246 -3.567 -3.439 -1.36
C -1.956 -2.756 -2.392 0.64
O -2.490 -1.480 -2.757 -0.54
C -2.910 -0.694 -1.636 0.33
H -0.623 -2.878 -8.824 0.32
H -1.305 -1.293 -8.407 0.23
H -2.237 -2.704 -8.146 0.32
H 0.433 -3.939 -7.133 0.54
H -0.891 -4.176 -6.100 0.31
H 1.477 -2.560 -5.078 0.30
H 1.087 -4.155 -4.716 0.43
H -0.915 -2.031 -4.387 0.17
H -0.771 -4.440 -2.990 0.38
H -1.966 -4.053 -4.098 0.38
H -1.102 -2.584 -1.736 -0.52
H -2.724 -3.310 -1.853 0.40
H -1.963 -0.410 -1.178 -0.25
H -3.468 -1.315 -0.936 -0.16
H -3.469 0.217 -1.850 0.48
C 3.295 -3.311 3.569 -1.01
O 3.769 -3.035 2.281 -0.33
C 5.139 -3.443 2.128 -0.67
C 5.605 -3.506 0.647 -0.95
N 6.027 -2.191 0.110 -0.30
C 4.973 -1.315 -0.421 1.01
C 5.665 -0.107 -1.147 -0.85
O 4.708 0.750 -1.821 -0.37
C 3.897 1.482 -0.906 -0.53
H 3.946 -2.910 4.346 0.35
H 3.270 -4.379 3.785 0.40
H 2.303 -2.869 3.659 0.20
H 5.216 -4.392 2.658 0.55
H 5.792 -2.680 2.550 0.39
H 4.724 -3.826 0.090 0.29
H 6.456 -4.179 0.538 0.39
H 6.903 -1.812 0.441 0.26
H 4.337 -1.016 0.412 -0.63
H 4.336 -1.801 -1.160 0.03
H 6.216 -0.515 -1.994 0.28
H 6.334 0.524 -0.563 0.45
H 4.404 2.065 -0.138 0.37
H 3.328 0.734 -0.354 0.03
H 3.163 2.121 -1.398 0.35
N 1.625 -1.668 0.928 1.45
C 1.126 -0.688 1.555 -0.29
N 0.348 0.022 0.782 1.47
O 1.595 -0.356 2.674 -0.94
H 1.453 -1.753 -0.064 -0.46
H 2.260 -2.283 1.416 0.31
H -0.073 0.892 1.074 -0.23
H 0.295 -0.297 -0.175 -1.20
N 4.957 1.972 3.259 -0.36
C 5.415 0.757 3.042 0.57
N 4.457 -0.114 3.102 -0.04
O 6.596 0.516 2.885 -0.74
H 5.539 2.792 3.162 0.22
H 3.960 2.019 3.414 0.14
H 3.483 0.148 3.068 0.17
H 4.751 -1.029 2.790 -0.10
N 1.856 -0.101 7.496 -0.48
C 1.712 -0.677 6.328 0.78
N 1.618 0.225 5.405 -0.06
O 1.635 -1.820 6.139 -0.62
H 2.151 0.862 7.421 0.16
H 1.899 -0.709 8.301 0.26
H 1.472 1.157 5.766 0.23
H 1.562 -0.065 4.439 0.19
O 1.276 -1.591 -1.828 -0.32
H 0.700 -1.772 -2.571 0.12
H 2.143 -1.480 -2.218 0.17
```

Values from the calculation:
Structure (SMILES): COCCNCCOC.COCCNCCOC.COCCNCCOC.COCCNCCOC.COCCNCCOC.NC(N)=O.NC(N)=O.NC(N)=O.O
DFT total energy, eV: -80713.895
F_max, hartree/bohr: 0.1285
Multiplicity: 1
LUMO level, eV: 0.57
ΔE to the lowest compared entry with this formula, charge and spin, kcal/mol: 0.00